{
  "formula": "C28H39BN7",
  "method": "the ωB97M-V functional and the def2-TZVPD basis",
  "fmax_ev_per_a": 12.2,
  "charge": -1,
  "total_energy_ha": -1497.914002,
  "e_above_lowest_ev": 10.762,
  "symbols": ["B", "H", "H", "H", "H", "N", "C", "C", "C", "C", "H", "H", "H", "H", "H", "N", "C", "C", "C", "C", "H", "H", "H", "H", "H", "N", "C", "C", "C", "C", "H", "H", "H", "H", "H", "N", "C", "C", "C", "C", "H", "H", "H", "H", "H", "N", "C", "C", "C", "C", "H", "H", "H", "H", "H", "N", "C", "C", "C", "C", "H", "H", "H", "H", "H", "N", "C", "C", "C", "C", "H", "H", "H", "H", "H"],
  "xyz": [[0.221, 0.160, 0.267], [-0.926, -0.305, 0.251], [0.635, -0.614, 1.115], [0.704, -0.150, -0.779], [0.342, 1.357, 0.463], [3.079, 2.188, -0.642], [3.298, 3.492, -0.387], [4.619, 3.897, -0.718], [5.354, 2.578, -1.052], [4.225, 1.533, -1.013], [2.183, 1.722, -0.602], [2.453, 4.105, 0.149], [4.948, 4.874, -0.471], [6.440, 2.639, -1.227], [4.469, 0.390, -1.139], [-1.309, -1.845, -1.499], [-1.186, -3.239, -1.732], [-2.328, -3.715, -2.683], [-3.099, -2.486, -2.923], [-2.480, -1.464, -1.939], [-0.834, -1.368, -0.774], [-0.206, -3.609, -1.301], [-2.352, -4.743, -3.275], [-3.931, -2.494, -3.620], [-3.072, -0.441, -1.713], [-2.254, 4.073, -0.590], [-1.414, 3.567, -1.718], [-1.017, 4.658, -2.625], [-1.768, 5.892, -2.141], [-2.324, 5.478, -0.757], [-2.475, 3.440, 0.191], [-1.208, 2.525, -1.539], [-0.504, 4.724, -3.524], [-1.910, 6.852, -2.650], [-2.967, 5.977, -0.034], [1.129, -4.207, 1.305], [1.616, -5.216, 2.106], [0.459, -5.522, 3.151], [-0.642, -4.590, 2.806], [-0.094, -3.695, 1.670], [1.530, -3.909, 0.568], [2.570, -5.634, 2.181], [0.509, -6.058, 4.198], [-1.643, -4.606, 3.212], [-0.486, -2.938, 1.119], [-2.497, 1.965, 1.483], [-2.660, 2.756, 2.619], [-4.208, 2.922, 2.899], [-4.869, 2.155, 1.828], [-3.697, 1.603, 0.951], [-1.523, 1.505, 1.312], [-1.857, 3.346, 2.863], [-4.461, 3.582, 3.534], [-5.771, 1.763, 1.620], [-3.525, 1.012, 0.153], [1.581, -2.765, 4.275], [1.890, -1.361, 4.279], [2.346, -1.117, 5.727], [2.160, -2.502, 6.454], [1.827, -3.408, 5.471], [1.134, -3.020, 3.325], [1.915, -0.691, 3.414], [2.757, -0.142, 6.258], [2.480, -2.758, 7.475], [1.808, -4.347, 5.558], [0.029, -0.872, -4.394], [-0.042, -1.232, -5.640], [1.078, -0.471, -6.407], [1.580, 0.444, -5.345], [0.888, 0.139, -4.027], [-0.479, -1.188, -3.587], [-0.764, -1.799, -5.918], [1.294, -0.431, -7.368], [2.453, 1.182, -5.513], [0.792, 0.453, -2.999]],
  "forces_ev_per_angstrom": [[-0.415, -0.922, 0.475], [-0.296, 1.099, 0.149], [0.632, 0.389, 0.272], [0.408, 0.025, -0.616], [-0.211, -0.028, 0.283], [1.126, -1.382, -0.198], [-0.292, 2.677, 0.491], [-1.271, -4.948, 0.609], [-4.991, 1.202, 0.794], [5.198, 1.417, -0.417], [-0.083, 0.018, 0.322], [1.770, -1.243, -1.555], [0.663, 0.519, -0.128], [-0.858, -0.959, -0.101], [-1.382, 2.609, 0.211], [-1.670, -4.709, -0.711], [-0.659, -0.255, -2.032], [3.241, 2.200, 1.166], [3.364, -0.574, 3.814], [-5.781, 1.610, -4.482], [0.849, 0.913, 0.885], [-1.640, -0.311, -1.032], [0.028, 2.498, 1.671], [-0.042, 0.692, 0.557], [2.175, -2.424, -0.488], [3.366, 1.932, -4.505], [-0.895, 3.219, 1.025], [-4.751, 0.231, 4.995], [0.023, -4.156, 4.305], [0.075, -0.968, -3.536], [0.057, 1.025, -0.451], [0.572, -0.124, -0.808], [0.978, -0.729, -1.331], [0.342, -0.484, 0.548], [0.287, 0.342, -0.446], [-3.450, -3.175, 7.679], [-6.110, -0.059, 3.721], [1.214, 2.559, -2.076], [4.381, 0.638, -2.949], [-0.267, -5.811, 4.345], [3.897, 2.748, -6.309], [1.262, -0.209, -0.592], [0.083, 0.748, -2.739], [0.219, 0.443, 0.097], [-1.344, 1.910, -1.332], [0.375, 0.494, 2.284], [-6.273, -1.172, -1.264], [6.513, -6.424, -8.123], [8.648, 0.386, -0.547], [-2.013, 2.697, 5.184], [-2.185, 0.897, -0.386], [1.633, 1.148, 1.294], [-2.473, 4.292, 4.616], [-3.269, -0.543, -0.291], [-0.824, -2.223, -2.622], [0.141, 2.972, -2.893], [1.679, -1.688, 6.522], [-1.235, -1.857, -1.430], [1.313, 3.119, -2.376], [-0.337, 8.133, -0.783], [0.919, -0.550, 2.649], [-0.367, -0.640, 0.346], [-1.136, -2.253, -1.515], [-0.268, 0.293, -0.698], [-0.605, -7.222, 0.415], [0.418, 1.917, 3.262], [7.620, 4.908, -2.277], [-3.824, 0.189, 9.809], [-0.255, -0.894, 1.051], [1.372, -0.471, -5.392], [-0.935, -0.822, -0.441], [-4.210, -3.914, -2.106], [0.826, -0.061, -4.187], [-1.761, -1.303, 0.503], [0.709, 0.396, -0.181]]
}

=====

{
  "formula": "C32H30N6O8",
  "method": "the ωB97M-V functional and the def2-TZVPD basis",
  "smiles": "O=[N+]([O-])c1ccccc1.O=[N+]([O-])c1ccccc1.O=[N+]([O-])c1ccccc1.O=[N+]([O-])c1ccccc1.c1cc[nH]c1.c1cc[nH]c1",
  "fmax_ev_per_a": 4.3,
  "charge": 0,
  "total_energy_ha": -2167.345255,
  "symbols": ["N", "C", "C", "C", "C", "H", "H", "H", "H", "H", "N", "C", "C", "C", "C", "H", "H", "H", "H", "H", "C", "C", "C", "C", "C", "C", "N", "O", "O", "H", "H", "H", "H", "H", "C", "C", "C", "C", "C", "C", "N", "O", "O", "H", "H", "H", "H", "H", "C", "C", "C", "C", "C", "C", "N", "O", "O", "H", "H", "H", "H", "H", "C", "C", "C", "C", "C", "C", "N", "O", "O", "H", "H", "H", "H", "H"],
  "xyz": [[2.886, 1.068, -5.829], [3.342, 0.459, -4.726], [4.235, 1.262, -4.182], [4.251, 2.474, -4.823], [3.424, 2.285, -5.942], [2.186, 0.614, -6.398], [3.001, -0.494, -4.351], [4.686, 1.084, -3.217], [4.973, 3.266, -4.692], [3.172, 3.002, -6.709], [0.443, -8.512, 2.968], [0.214, -8.458, 1.634], [-0.107, -7.238, 1.312], [-0.113, -6.381, 2.469], [0.334, -7.265, 3.485], [0.964, -9.201, 3.491], [0.483, -9.327, 1.052], [-0.119, -6.907, 0.284], [-0.147, -5.302, 2.422], [0.545, -6.953, 4.497], [-5.144, 0.196, -6.599], [-4.299, 1.169, -7.072], [-2.898, 1.112, -6.756], [-2.443, -0.065, -6.126], [-3.346, -1.005, -5.685], [-4.680, -0.917, -5.972], [-1.061, -0.137, -5.661], [-0.369, 0.801, -5.964], [-0.663, -0.958, -4.907], [-6.184, 0.182, -6.892], [-4.758, 1.946, -7.666], [-2.161, 1.873, -6.964], [-2.999, -1.895, -5.182], [-5.257, -1.791, -5.711], [0.138, -2.578, -1.206], [0.445, -1.397, -1.827], [0.521, -0.256, -1.046], [0.327, -0.323, 0.340], [0.069, -1.632, 0.905], [0.017, -2.772, 0.156], [0.219, 0.974, 1.070], [0.396, 0.952, 2.263], [-0.166, 1.931, 0.422], [0.201, -3.556, -1.661], [0.562, -1.242, -2.890], [0.795, 0.660, -1.549], [-0.271, -1.617, 1.930], [-0.372, -3.627, 0.689], [1.378, 4.195, 2.606], [0.927, 4.994, 1.564], [0.473, 6.276, 1.928], [0.594, 6.729, 3.280], [1.108, 5.890, 4.311], [1.335, 4.546, 3.975], [0.031, 7.991, 3.649], [-0.359, 8.787, 2.764], [-0.024, 8.278, 4.867], [1.586, 3.160, 2.377], [0.909, 4.598, 0.559], [0.109, 6.987, 1.201], [1.162, 6.211, 5.341], [1.676, 3.932, 4.795], [-0.673, 1.165, 5.794], [-1.709, 0.253, 5.941], [-1.577, -1.027, 5.573], [-0.324, -1.410, 5.042], [0.741, -0.518, 4.925], [0.545, 0.809, 5.224], [-0.127, -2.829, 4.609], [-0.924, -3.643, 5.114], [0.775, -3.072, 3.845], [-1.008, 2.178, 5.963], [-2.610, 0.815, 6.135], [-2.432, -1.687, 5.580], [1.764, -0.601, 4.589], [1.383, 1.488, 5.264]],
  "forces_ev_per_angstrom": [[-1.654, -1.236, -1.131], [-0.872, -2.285, -0.033], [1.628, 0.468, 3.911], [0.201, 0.835, -2.726], [0.818, 1.972, 0.690], [0.042, 0.609, -0.116], [-0.098, 0.005, -0.433], [0.284, -0.172, -0.099], [-0.351, 0.160, 0.124], [-0.053, -0.338, -0.111], [0.766, 0.162, 1.833], [1.279, -3.740, 0.272], [-0.744, 3.873, -1.589], [1.498, -2.448, 0.247], [-1.295, 2.994, -0.704], [-0.389, -0.241, -0.461], [-0.356, 0.136, -0.207], [-0.539, 0.076, -0.017], [-0.227, -0.187, 0.541], [0.005, -0.604, 0.089], [-1.070, -0.335, -1.239], [1.873, 0.449, 0.576], [-1.110, -1.071, -0.238], [-1.337, 1.185, 0.340], [0.931, -1.289, 0.034], [0.572, -0.863, 0.735], [-0.198, 2.088, -0.310], [0.875, 1.296, -1.187], [-0.229, -2.781, 1.209], [-0.178, 0.427, 0.057], [0.437, 0.375, 0.096], [-0.284, 0.125, -0.309], [0.273, 0.043, 0.108], [-0.533, 0.321, 0.056], [1.028, -2.806, -0.321], [-0.210, 0.644, 0.404], [0.308, 0.457, 0.725], [-0.176, -1.851, -1.403], [-0.278, 3.588, 1.235], [-0.809, 1.981, 0.509], [-0.927, -1.393, -0.776], [0.333, 0.214, 0.559], [0.523, 0.014, 0.252], [-0.429, 0.189, -1.236], [0.078, -0.548, -0.042], [-0.218, 0.279, 0.225], [0.388, -0.206, 0.289], [0.439, -0.549, -0.562], [-0.799, -1.217, 0.832], [-0.073, 1.179, 1.600], [0.735, 0.294, 0.878], [0.352, -2.240, -0.656], [-1.320, -0.436, -1.347], [1.048, 1.995, -0.832], [-0.691, 3.190, 0.776], [0.714, -1.809, 1.396], [0.105, -0.712, -2.092], [0.287, -0.075, -0.037], [-0.098, 0.227, -0.024], [-0.201, -0.062, -0.003], [-0.048, 0.223, -0.127], [-0.030, -0.522, -0.333], [-0.038, 0.363, -0.827], [0.005, 2.845, -0.151], [0.748, -1.938, -1.070], [0.237, -0.323, 0.088], [0.180, 0.351, -0.405], [-1.034, 0.491, 2.145], [-1.564, 0.099, 1.645], [1.406, 0.822, -1.157], [-0.052, -0.322, -0.069], [0.735, 0.353, 0.231], [-0.669, -1.016, 0.518], [0.256, -0.319, 0.024], [-0.173, -1.595, -0.332], [-0.035, 0.132, -0.534]]
}

=====

{
  "formula": "C39H45CuN5P2",
  "method": "the ωB97M-V functional and the def2-TZVPD basis",
  "fmax_ev_per_a": 5.0,
  "charge": 0,
  "total_energy_ha": -4109.770675,
  "s2": 0.809,
  "multiplicity": 2,
  "e_above_lowest_ev": 0.682,
  "symbols": ["Cu", "C", "C", "C", "C", "C", "C", "C", "C", "C", "H", "H", "H", "H", "H", "H", "H", "H", "H", "H", "H", "H", "H", "H", "H", "P", "P", "N", "N", "N", "N", "C", "C", "C", "C", "C", "C", "C", "C", "C", "C", "C", "C", "C", "C", "C", "C", "C", "C", "H", "H", "H", "H", "H", "H", "H", "H", "H", "H", "H", "H", "H", "H", "H", "H", "H", "H", "H", "H", "C", "C", "C", "C", "C", "C", "N", "C", "C", "C", "C", "C", "C", "H", "H", "H", "H", "H", "H", "H", "H", "H", "H"],
  "xyz": [[5.120, 0.023, -1.335], [-1.918, -1.900, -2.495], [-0.604, -2.040, -2.729], [0.193, -1.181, -3.668], [0.411, 0.243, -3.118], [-0.746, 1.193, -3.514], [-1.823, 1.058, -4.281], [-2.553, -0.234, -4.455], [-2.900, -0.930, -3.130], [3.719, 1.245, -0.782], [-2.383, -2.677, -1.849], [-0.030, -2.795, -2.181], [-0.334, -1.114, -4.612], [1.115, -1.677, -3.974], [0.509, 0.159, -2.016], [1.420, 0.625, -3.408], [-0.796, 1.964, -2.728], [-2.181, 1.968, -4.816], [-1.943, -0.939, -5.007], [-3.438, 0.008, -5.042], [-3.201, -0.194, -2.369], [-3.792, -1.555, -3.240], [2.629, 1.043, -0.706], [3.887, 2.044, -1.528], [3.952, 1.624, 0.223], [4.322, 2.002, -4.335], [4.420, -1.999, -4.280], [3.124, 2.749, -5.572], [5.684, 2.921, -5.082], [3.355, -2.307, -5.824], [5.711, -3.191, -4.851], [4.453, 0.572, -5.447], [5.324, -0.564, -4.923], [2.222, 3.751, -5.218], [1.784, 4.391, -6.382], [2.442, 3.767, -7.486], [3.228, 2.752, -6.964], [6.486, 3.742, -4.277], [7.534, 4.231, -5.055], [7.382, 3.695, -6.374], [6.240, 2.909, -6.365], [2.389, -3.336, -5.883], [1.928, -3.415, -7.193], [2.457, -2.303, -7.916], [3.406, -1.705, -7.093], [5.935, -3.924, -6.024], [7.185, -4.546, -5.948], [7.799, -4.101, -4.734], [6.897, -3.240, -4.105], [4.814, 0.821, -6.450], [3.430, 0.240, -5.618], [6.043, -0.859, -5.700], [5.905, -0.231, -4.054], [1.960, 3.897, -4.179], [1.087, 5.207, -6.444], [2.392, 4.005, -8.538], [3.839, 2.032, -7.492], [6.258, 3.869, -3.227], [8.338, 4.871, -4.737], [8.025, 3.810, -7.236], [5.804, 2.321, -7.161], [2.122, -3.948, -5.025], [1.301, -4.170, -7.630], [2.174, -1.970, -8.907], [4.092, -0.887, -7.287], [5.197, -3.928, -6.812], [7.602, -5.217, -6.679], [8.779, -4.366, -4.387], [7.005, -2.643, -3.216], [-3.755, -0.721, 1.230], [-3.259, 0.250, 0.332], [-1.900, 0.512, 0.273], [-1.013, -0.198, 1.146], [-1.565, -0.954, 2.228], [-2.911, -1.289, 2.203], [0.309, -0.162, 0.871], [1.247, -0.862, 1.586], [2.545, -0.285, 1.694], [3.600, -0.900, 2.342], [3.425, -2.190, 2.870], [2.194, -2.827, 2.665], [1.106, -2.203, 2.044], [-4.815, -0.997, 1.186], [-3.933, 0.809, -0.321], [-1.442, 1.208, -0.440], [-0.910, -1.320, 3.023], [-3.311, -1.980, 2.952], [2.732, 0.581, 1.088], [4.557, -0.365, 2.392], [4.269, -2.641, 3.410], [2.079, -3.823, 3.060], [0.143, -2.715, 1.935]],
  "forces_ev_per_angstrom": [[-0.580, -0.098, 0.241], [0.680, -0.659, -0.189], [-0.505, 0.061, 0.170], [0.245, 0.070, -0.351], [-0.770, -0.847, 0.290], [1.723, -0.007, 2.594], [0.108, 0.255, -0.605], [0.363, -0.374, -0.814], [-0.515, -0.358, 0.648], [-0.176, 0.767, -0.200], [0.270, 0.844, -0.184], [-0.362, 0.087, -0.104], [0.201, 0.133, -0.097], [0.249, 0.016, 0.459], [-0.233, 0.230, -0.333], [-0.910, 0.221, -0.308], [0.779, 1.309, -1.439], [-0.566, -0.523, 1.332], [-0.465, -0.199, -0.566], [-0.175, -0.413, 0.125], [0.175, -0.029, -0.202], [-0.164, 0.207, -0.399], [0.737, -0.433, -0.700], [-0.252, -0.108, 0.550], [0.463, 0.141, -0.345], [-0.342, 2.314, -4.444], [-0.154, -2.353, -4.129], [-0.261, 0.062, 1.059], [0.606, -0.040, 1.251], [0.011, -0.080, 1.224], [0.878, 0.537, 0.683], [-0.135, -0.785, 0.189], [0.422, 0.501, -0.135], [0.118, 0.164, -1.314], [0.640, -0.685, 0.788], [0.456, -0.812, 0.920], [-0.358, 0.523, 0.215], [0.728, -0.060, -1.242], [-0.835, -0.583, 0.250], [-1.077, -0.640, 0.514], [0.519, 0.150, 0.612], [0.678, 0.257, -1.096], [0.058, 0.801, 0.884], [1.272, -0.078, 0.899], [-0.661, -0.354, 0.249], [0.244, -0.171, 0.650], [-1.067, 1.192, 0.672], [-1.234, 0.767, -0.042], [-0.045, -1.162, -0.947], [-0.065, 0.238, 0.617], [-0.099, 0.038, 0.222], [-0.206, -0.182, 0.394], [0.284, 0.076, -0.071], [0.034, 0.085, -0.129], [-0.089, 0.046, 0.115], [-0.210, 0.008, 0.123], [-0.266, 0.316, 0.076], [-0.001, 0.054, -0.189], [-0.065, 0.063, 0.156], [-0.077, 0.171, 0.178], [0.234, 0.297, 0.174], [0.344, 0.209, -0.209], [-0.382, -0.006, 0.285], [0.288, -0.222, 0.073], [-0.368, -0.399, -0.064], [-0.044, -0.166, 0.171], [-0.027, 0.037, -0.058], [0.164, 0.025, 0.139], [0.002, -0.141, 0.228], [-0.030, 0.182, -0.043], [0.183, 0.013, 0.188], [0.188, -0.420, 0.226], [0.298, -0.368, 0.161], [-0.384, -0.200, -0.245], [-0.027, 0.314, -0.089], [-0.354, 1.014, 0.069], [0.954, -1.148, 0.119], [-0.509, -0.415, -0.490], [-0.253, -0.219, 0.081], [0.040, 0.673, -0.214], [0.103, 0.187, 0.287], [0.297, 0.499, 0.335], [0.453, 0.157, 0.116], [0.124, -0.351, 0.176], [-0.321, -0.362, 0.229], [-0.347, 0.164, -0.364], [0.078, 0.343, -0.282], [-0.279, 0.310, 0.629], [-0.354, -0.390, 0.048], [-0.617, -0.115, -0.289], [-0.125, -0.222, -0.069], [0.650, 0.049, -0.091]]
}